Molecular formula: C43H56AsN9O3PbS3
Method: DFT, the ωB97M-V functional and the def2-TZVPD basis

Results
Net charge: +2
Max |F|, eV/Å: 0.49
Energy above the lowest of the compared OMol25 structures with the same formula, charge and spin, kcal/mol: 11.8
Total energy, eV: -163632.61822
HOMO energy, eV: -12.071

Cartesian coordinates (Å):
N1 1.83 0.24 -2.86
C1 -3.83 2.49 -3.49
H1 2.17 -3.21 -0.24
H2 3.32 4.26 7.68
H3 4.10 -0.82 -4.03
C2 -2.75 3.86 1.06
O1 0.49 1.65 -4.32
H4 3.79 -3.57 2.07
H5 -3.85 3.05 -2.56
C3 0.29 -4.32 2.60
C4 -4.25 -0.91 2.07
H6 2.65 -4.59 4.16
C5 -2.17 2.99 0.15
C6 -2.17 2.12 -6.13
H7 -4.54 2.91 -4.20
C7 2.57 2.54 5.55
H8 -2.99 -2.13 3.31
N2 0.52 -1.76 1.53
H9 -0.58 -4.01 3.19
H10 -1.54 4.78 -3.16
C8 0.68 -2.51 -7.23
C9 1.96 -0.52 -6.72
C10 -5.56 -0.52 1.79
H11 -2.97 -4.78 0.16
C11 3.75 -3.25 -1.71
H12 0.13 3.25 1.75
As1 -2.08 2.60 -4.27
H13 4.62 -2.29 2.97
H14 -2.66 4.93 0.95
H15 1.32 6.28 2.93
N3 2.79 -1.72 2.08
C12 -6.61 -1.05 2.52
C13 1.74 2.02 4.57
H16 0.77 0.19 3.88
H17 0.85 0.39 5.63
C14 1.56 -2.29 2.13
C15 -3.44 3.30 2.13
H18 4.16 -4.20 -1.38
H19 3.71 0.13 2.32
H20 -3.88 3.94 2.88
C16 -3.11 -0.35 1.28
Pb1 -0.07 -0.35 -0.30
H21 -4.06 1.47 3.05
S1 -0.99 -2.45 -1.68
H22 0.55 -5.34 2.89
H23 5.17 -2.94 -3.29
H24 4.60 -2.27 1.20
C17 1.04 5.28 2.62
C18 2.90 3.89 5.61
C19 4.01 -2.51 2.09
H25 -0.34 -2.19 1.84
O2 0.15 1.30 2.13
H26 4.00 5.47 6.58
C20 2.10 -3.64 4.12
C21 2.65 -2.70 -1.07
H27 0.01 -4.33 1.55
H28 3.30 -0.26 0.64
C22 -2.95 1.13 1.24
N4 2.10 -1.54 -1.42
C23 -2.01 -3.08 -0.41
C24 3.70 -1.38 -3.19
N5 -2.57 -2.43 0.57
C25 1.39 0.55 4.69
H29 -7.19 -2.35 4.12
H30 -1.58 3.37 -0.68
H31 -1.99 -4.93 -1.26
H32 -0.46 -4.25 -7.80
N6 -2.24 -4.42 -0.44
H33 2.96 1.87 6.31
H34 -1.97 5.01 -4.88
H35 1.99 -1.50 -8.61
H36 -0.50 -3.31 -5.62
H37 0.18 -1.58 -4.00
C26 -3.54 1.93 2.22
C27 2.38 4.74 4.64
H38 -4.87 -3.04 4.63
C28 -6.37 -1.95 3.54
H39 2.62 5.80 4.69
C29 -5.07 -2.33 3.83
H40 -1.16 2.10 -6.53
O3 2.84 1.58 -4.85
C30 0.45 2.45 2.43
H41 -7.63 -0.75 2.29
C31 1.58 -1.51 -7.61
H42 2.65 0.27 -7.00
C32 -4.01 -1.82 3.09
H43 -2.64 1.15 -6.24
C33 3.79 4.41 6.70
H44 2.30 -0.05 4.74
H45 -5.75 0.19 0.99
H46 1.46 5.11 1.63
S2 1.84 0.72 -4.31
S3 -0.72 1.25 -3.21
C34 0.55 -1.55 -5.02
H47 -0.36 4.39 -4.44
H48 1.13 -4.13 -8.56
H49 4.74 3.87 6.72
H50 -0.05 5.25 2.54
H51 2.02 0.20 1.79
H52 2.78 -2.83 4.32
C35 2.96 -0.34 1.67
N7 1.45 -3.47 2.82
H53 -2.75 2.89 -6.64
H54 -4.07 1.45 -3.30
C36 0.18 -2.52 -5.93
C37 4.29 -2.56 -2.78
C38 1.55 4.27 3.63
N8 -2.30 -1.09 0.61
C39 2.59 -0.90 -2.49
C40 1.43 -0.55 -5.43
C41 -1.41 4.40 -4.17
C42 0.27 -3.56 -8.23
N9 -2.26 1.67 0.22
H55 -0.18 -3.09 -9.11
C43 1.24 2.89 3.57
H56 1.34 -3.66 4.91

Molecular formula: C43H56CaClN5O3S2
Method: DFT, the ωB97M-V functional and the def2-TZVPD basis

Results
Net charge: -2
Max |F|, eV/Å: 1.27
Energy above the lowest of the compared OMol25 structures with the same formula, charge and spin, kcal/mol: 20.5
Total energy, eV: -111730.11622
HOMO energy, eV: -0.477

Cartesian coordinates (Å):
C1 6.38 0.49 0.45
C2 1.25 -3.86 1.80
C3 7.18 -0.09 1.43
H1 2.65 -1.86 -1.39
H2 3.41 3.22 2.09
H3 1.54 -3.74 -2.30
H4 3.15 -4.21 2.76
C4 0.57 -3.64 -0.37
H5 0.20 -2.59 -2.23
H6 -0.12 -4.31 -2.31
H7 9.38 -0.53 -2.67
C5 -1.99 -3.53 -0.01
H8 -0.05 0.89 -5.96
C6 0.23 4.23 3.96
H9 -0.68 4.50 4.49
Cl1 9.29 2.99 2.87
C7 8.16 2.03 1.95
C8 2.12 -3.96 3.03
O1 0.21 -0.24 2.82
H10 -2.98 2.64 -1.43
H11 6.03 0.65 -3.68
H12 2.38 1.67 -3.56
C9 3.14 -3.96 0.06
H13 7.42 3.71 0.84
C10 -1.05 0.94 -2.69
H14 2.11 0.36 0.31
H15 -1.08 -0.54 -4.23
S1 -1.83 -0.12 -1.54
H16 -1.95 -3.27 2.88
H17 7.41 -3.36 -1.87
H18 2.15 -3.02 3.60
C11 0.14 2.59 -4.66
H19 4.94 0.29 -1.11
H20 5.85 2.34 -0.48
C12 -2.26 3.36 -1.03
C13 -0.15 -3.75 1.80
H21 -2.46 -4.52 -0.16
H22 7.76 1.00 -3.63
H23 8.45 -0.68 -1.18
H24 -2.32 4.28 -1.63
C14 -0.66 2.26 -2.39
C15 8.07 0.67 2.18
C16 2.84 -1.05 -2.08
H25 3.58 4.71 4.03
N1 3.85 -1.03 -2.97
H26 -0.97 -0.88 4.33
H27 1.78 -4.74 3.72
S2 -1.51 2.82 2.42
C17 -1.03 -3.84 3.00
C18 2.73 0.72 -3.18
C19 2.50 3.50 2.62
H28 3.31 1.53 0.85
H29 6.79 -1.97 -0.33
H30 8.95 -2.12 -2.08
H31 7.76 -2.56 -4.49
C20 1.45 4.71 4.39
C21 7.36 2.64 1.00
O2 6.66 -3.26 -2.47
C22 1.36 2.90 -0.22
H32 -0.53 -3.45 3.89
H33 4.56 -0.56 0.35
C23 -0.81 0.49 -4.00
C24 -0.57 -3.61 0.46
H34 7.10 -1.15 1.64
H35 0.31 4.52 -1.19
H36 6.81 -1.21 -5.13
H37 1.55 2.19 -1.02
C25 0.08 3.67 -0.53
H38 6.84 0.95 -2.14
H39 5.15 -2.44 -0.65
H40 2.22 3.59 -0.16
H41 3.78 -3.15 0.43
N2 3.78 0.11 -3.70
H42 -2.52 3.59 0.01
Ca1 -0.80 0.51 0.97
N3 2.12 0.05 -2.18
O3 -1.99 -0.52 2.62
C26 4.87 -2.03 -3.18
C27 7.61 -1.48 -4.44
H43 4.44 -2.98 -2.87
H44 -2.62 -2.99 0.70
H45 0.59 3.24 -5.41
H46 5.07 -2.09 -4.25
C28 8.59 -1.10 -2.18
C29 -0.92 -0.55 3.27
C30 2.61 4.35 3.71
H47 -1.33 -4.88 3.24
N4 -0.93 2.78 -1.07
C31 5.89 -1.68 -0.88
H48 -2.07 -3.00 -0.96
C32 1.71 -3.80 0.47
C33 6.19 -1.90 -2.38
H49 1.50 5.36 5.25
H50 3.25 -4.00 -1.03
C34 6.48 1.86 0.26
H51 8.52 -0.98 -4.80
C35 1.28 3.00 2.19
C36 0.55 -3.56 -1.87
N5 1.26 2.13 1.03
H52 2.32 0.64 2.05
H53 8.69 0.21 2.94
C37 7.30 -1.00 -3.02
H54 -0.33 4.09 0.39
C38 -0.23 1.29 -4.97
C39 6.94 0.49 -3.12
C40 0.09 3.36 2.86
C41 2.32 1.11 1.07
C42 -0.09 3.06 -3.37
H55 3.59 -4.89 0.44
C43 5.38 -0.33 -0.33
H56 0.19 4.08 -3.13

Molecular formula: C43H56N4O3S2Si
Method: DFT, the ωB97M-V functional and the def2-TZVPD basis

Results
Max |F|, eV/Å: 2.99
Total energy, eV: -87148.57719
HOMO energy, eV: -9.104
SMILES: CCCCCCCCCCCc1cc([Si](C)(C)C)c(N=C=S)c2c1C(=O)C(CCSc1nnco1)=C(NCC)C2=O.c1ccccc1.c1ccccc1

Cartesian coordinates (Å):
C1 -1.06 -1.35 0.15
C2 1.05 -4.04 -2.39
C3 4.04 3.21 2.91
H1 2.58 0.37 -0.45
H2 -6.26 -4.86 -0.16
H3 -6.73 -2.99 -2.38
H4 3.53 -0.91 -1.19
H5 3.21 11.44 2.59
H6 -6.24 -5.80 -1.63
H7 1.64 5.44 1.82
H8 5.20 -0.09 -3.52
C4 1.00 3.38 1.53
H9 -4.03 2.15 2.08
C5 4.07 8.33 1.56
H10 2.20 3.87 3.84
H11 4.58 2.75 4.97
C6 -0.50 -3.38 -0.92
C7 3.13 8.17 0.55
H12 -2.58 -8.75 0.04
H13 -2.24 2.84 3.22
C8 2.86 4.20 3.04
C9 -1.57 3.83 1.44
C10 -7.14 -3.85 -1.86
H14 3.46 -3.26 1.22
H15 3.27 5.17 3.37
C11 -3.96 -7.48 -1.05
H16 -7.71 -4.42 -2.60
H17 4.79 7.55 1.77
C12 6.88 -0.68 -4.71
H18 -1.91 -8.10 -1.47
H19 -3.96 0.02 2.44
O1 -1.51 -5.41 -2.65
N1 0.52 -4.31 -1.33
C13 7.41 -1.64 -5.56
H20 8.39 -1.51 -5.98
H21 -4.51 -8.36 -1.38
H22 0.74 2.97 2.50
C14 -2.28 -4.77 -1.95
H23 1.45 2.56 0.96
H24 -3.51 0.26 -0.34
H25 3.32 -3.68 -0.49
H26 -6.21 -1.47 3.22
H27 -1.71 4.72 2.06
H28 4.83 9.64 3.08
N2 -7.34 -1.02 0.29
Si1 1.71 -1.86 0.23
H29 1.91 -0.46 -1.84
C15 -2.54 -7.88 -0.61
H30 2.24 -1.70 2.67
H31 1.48 9.04 -0.50
C16 -2.79 -2.66 -0.76
H32 7.08 -3.53 -6.52
C17 -4.22 -2.95 -1.10
C18 5.61 -0.85 -4.17
C19 4.15 2.24 4.11
H33 -0.01 4.94 0.52
C20 -3.71 -5.21 -1.83
C21 -0.09 -2.25 -0.24
N3 -3.97 -6.54 -2.18
H34 2.10 -4.25 0.71
H35 4.75 1.37 3.83
H36 -3.21 2.06 0.53
H37 0.60 -1.20 2.37
C22 5.40 -2.95 -5.31
H38 7.45 0.21 -4.48
H39 1.53 11.14 0.80
H40 1.96 -0.10 2.04
H41 -1.09 1.82 2.32
C23 -1.82 -3.56 -1.18
C24 2.22 9.17 0.28
C25 1.62 -1.13 1.98
H42 4.99 3.74 2.86
H43 -3.34 -6.85 -2.91
H44 -2.34 3.91 0.66
C26 6.67 -2.78 -5.86
S1 1.78 -3.33 -3.58
H45 3.11 7.25 -0.03
H46 -0.30 3.41 -0.27
H47 3.89 -2.12 -4.04
H48 2.79 4.40 0.87
H49 3.93 2.62 1.99
C27 4.88 -1.99 -4.47
C28 2.51 -0.60 -0.94
C29 -3.13 0.23 1.76
C30 4.10 9.51 2.29
C31 -7.60 -2.28 0.46
H50 3.16 1.87 4.37
C32 -6.07 -4.80 -1.24
H51 4.83 -3.84 -5.54
O2 -7.16 -2.61 1.69
C33 -0.21 3.88 0.72
C34 -4.64 -4.35 -1.40
C35 -1.91 2.53 2.22
C36 -2.41 -1.52 -0.07
H52 -4.41 -0.99 0.56
H53 -2.23 -0.14 2.26
C37 -3.45 -0.52 0.42
C38 2.25 10.35 1.01
C39 -3.13 1.78 1.58
H54 -4.49 -7.06 -0.19
H55 -0.76 -0.45 0.67
O3 -5.04 -2.04 -1.16
C40 3.19 10.52 2.02
C41 -6.64 -1.52 2.23
N4 -6.72 -0.55 1.38
C42 2.11 4.46 1.72
H56 -2.11 -7.02 -0.09
C43 2.76 -3.43 0.41
S2 -8.39 -3.39 -0.61

Molecular formula: C43H57AsFIN7O7PSc
Method: DFT, the ωB97M-V functional and the def2-TZVPD basis

Results
Net charge: +1
Max |F|, eV/Å: 2.31
Energy above the lowest of the compared OMol25 structures with the same formula, charge and spin, kcal/mol: 0.0
Total energy, eV: -171929.65361
HOMO energy, eV: -8.810

Cartesian coordinates (Å):
C1 2.12 0.61 3.48
C2 -3.66 -5.10 1.56
C3 -2.68 -2.94 1.91
C4 0.86 2.86 6.05
H1 7.38 -2.14 2.16
H2 0.01 5.30 -3.78
H3 1.12 -1.77 -4.92
N1 8.32 -1.34 3.87
C5 -4.78 3.17 -4.45
H4 -2.42 -5.19 -4.52
H5 3.97 -1.48 -1.90
H6 -4.78 3.64 -1.70
H7 0.85 4.13 -0.28
C6 -3.51 -4.90 0.19
N2 -6.15 -0.26 0.41
H8 -7.25 -1.59 -0.84
C7 2.87 0.80 -4.90
H9 2.07 1.22 -5.50
H10 3.00 2.92 6.56
C8 1.79 0.36 2.10
C9 3.37 0.22 3.99
C10 1.93 -1.86 -4.15
H11 4.60 -0.93 -3.47
O1 0.08 0.54 0.42
C11 6.44 0.17 4.39
H12 -4.77 -2.14 -1.83
H13 2.60 3.22 4.78
C12 4.00 -0.59 1.84
N3 -2.14 -2.27 -1.99
C13 -5.08 2.65 -2.00
I1 0.59 -2.56 -0.33
H14 -4.25 2.96 -5.38
H15 1.37 5.28 -1.51
C14 -0.39 4.15 -2.04
H16 6.01 -2.34 4.84
C15 -2.90 -3.72 -0.25
H17 -4.04 0.20 -2.94
H18 -4.37 0.66 1.21
H19 -3.33 -4.21 3.47
H20 -4.08 -6.04 1.96
H21 -1.40 4.99 -0.30
H22 5.31 -2.67 3.22
H23 3.59 0.36 5.05
N4 1.15 1.11 4.32
C16 5.99 -2.05 3.82
H24 8.61 0.68 4.31
H25 1.65 0.74 6.33
C17 -0.14 1.19 3.90
N5 5.58 -0.68 3.64
H26 -3.47 -6.61 -2.78
N6 -2.52 -2.72 0.62
H27 -1.20 6.09 -1.66
C18 -2.00 0.84 2.47
C19 -2.27 -4.43 -3.79
C20 -4.34 2.29 -3.27
H28 3.46 1.69 -4.63
H29 7.71 -3.33 3.53
C21 -6.30 -1.19 -0.57
C22 0.39 0.60 1.61
C23 1.45 1.58 5.64
H30 -1.31 4.19 -3.89
Sc1 -1.78 -0.54 -0.32
C24 -0.52 0.92 2.66
H31 4.49 0.24 -2.07
O2 -2.90 2.59 -3.05
H32 -4.15 0.63 -4.63
C25 -1.73 -2.18 -3.22
H33 2.50 -0.40 0.24
C26 2.78 -0.25 1.30
C27 -4.84 0.02 0.49
H34 8.50 -1.60 4.87
H35 -6.93 0.19 0.88
H36 0.23 3.38 5.35
C28 -3.76 -5.95 -0.76
C29 -2.60 -3.49 -1.64
H37 2.86 -2.11 -4.67
C30 -5.04 -1.40 -1.08
H38 -4.88 1.92 -1.22
F1 4.97 -1.17 1.09
C31 -0.30 4.29 -3.52
H39 3.45 0.09 -5.52
H40 1.66 3.53 -1.71
H41 6.50 -0.15 5.43
C32 -3.23 -4.12 2.40
H42 -5.60 0.65 -3.59
H43 7.76 0.39 2.77
O3 -2.74 1.53 3.13
H44 -2.39 4.83 -1.85
C33 4.03 -0.60 -2.58
H45 0.40 3.55 -3.97
C34 -3.30 -5.85 -2.00
O4 -0.73 2.74 -1.80
P1 -2.04 1.88 -1.87
C35 -1.77 -3.22 -4.16
O5 -2.38 -0.08 1.64
C36 -2.76 -4.60 -2.48
C37 2.33 2.80 5.72
C38 -4.53 0.83 -3.64
H46 -4.57 4.22 -4.23
H47 -1.40 -3.05 -5.15
H48 -6.13 2.61 -2.28
C39 7.84 0.09 3.81
As1 2.20 -0.14 -3.26
N7 -4.16 -0.66 -0.39
H49 6.12 1.19 4.41
O6 -1.57 0.45 -2.27
C40 -1.40 5.06 -1.41
H50 0.55 2.97 7.09
H51 -0.89 1.48 4.61
H52 -1.29 -1.26 -3.55
C41 7.37 -2.32 3.25
H53 -4.15 -6.92 -0.45
H54 1.70 -2.66 -3.46
H55 -5.85 3.06 -4.65
O7 -2.70 1.78 -0.53
H56 9.23 -1.38 3.36
H57 -2.43 -2.13 2.57
C42 4.31 -0.31 3.16
C43 0.97 4.28 -1.34